Record 1
C56H50N7OPReSSi as an isolated structure at a distorted geometry. Source: OMol25; level of theory: ωB97M-V/def2-TZVPD.

Computed properties:
total charge	+2
HOMO (spin up / spin down)	-10.170 / -11.675	eV
largest force on an atom	0.06123	Eh/bohr
lowest unoccupied orbital energy (spin up / spin down)	-5.53 / -8.50	eV
spin multiplicity	4

Each line ends with the Löwdin spin population.
Positions of all 118 atoms, in Å:
Re1 -0.64780 -0.53312 -0.44534  0.755
C1 4.00936 2.12900 -1.76684  0.002
N1 2.58353 1.78005 -1.89695  0.008
C2 1.91716 0.91591 -1.06164  0.038
N2 0.83748 0.40380 -1.69465  0.036
C3 0.88313 0.79742 -3.04051  0.003
C4 1.91207 1.70355 -3.14481  0.000
C5 2.14294 2.64791 -4.30376  0.000
C6 2.31536 2.13853 -5.60774  0.000
C7 2.65996 3.00609 -6.62977  0.000
C8 2.75631 4.39849 -6.34701  0.000
C9 2.42594 4.90905 -5.08325  0.000
C10 2.10624 4.00211 -4.06526  0.000
C11 0.01610 0.16690 -4.02172  0.004
C12 -0.65013 0.96674 -4.96453  0.002
C13 -1.53885 0.37776 -5.88622  0.001
C14 -1.66390 -1.03503 -5.95358  0.002
C15 -0.95179 -1.81325 -5.01252  0.002
C16 -0.15416 -1.21330 -4.03047  0.006
P1 2.41833 0.36486 0.57476  0.076
C17 2.27326 -1.44324 0.42838  0.019
N3 1.15975 -2.04770 0.00437  0.018
C18 1.43111 -3.45350 -0.03202  0.016
C19 2.74167 -3.63386 0.42530  0.001
N4 3.25470 -2.37141 0.64151  0.021
C20 4.70134 -2.14283 0.70935  0.002
C21 3.55850 -4.88081 0.53841  0.000
C22 3.46861 -5.82486 -0.47564  0.000
C23 4.30128 -6.93708 -0.46337  0.000
C24 5.17231 -7.16022 0.59718  0.000
C25 5.22749 -6.21237 1.64779  0.000
C26 4.38757 -5.11772 1.65832  0.000
C27 0.52440 -4.54037 -0.47797  0.004
C28 0.44039 -5.64461 0.40016  0.001
C29 -0.34356 -6.73059 0.10470  0.002
C30 -0.95189 -6.84401 -1.16837  0.001
C31 -0.73417 -5.84097 -2.11983  0.003
C32 -0.02676 -4.66912 -1.75869  0.009
C33 0.86182 0.80833 1.51569  0.315
N5 -0.33016 0.16856 1.58881  0.087
C34 -0.80143 0.37465 2.90174  0.182
C35 0.07163 1.24401 3.57779  0.165
N6 1.13338 1.49849 2.73531  0.103
C36 2.21547 2.49193 2.86155  0.009
C37 -0.14617 1.98208 4.87367  0.022
C38 0.89254 2.08210 5.80226  0.017
C39 0.71115 2.81145 6.96232  0.002
C40 -0.53382 3.45007 7.18102  0.028
C41 -1.58207 3.29272 6.25885  -0.003
C42 -1.40115 2.54813 5.08944  0.026
C43 -1.90160 -0.32550 3.47175  0.078
C44 -1.80830 -0.92404 4.79068  0.082
C45 -2.67492 -1.90021 5.18263  0.002
C46 -3.71614 -2.29930 4.36338  0.109
C47 -3.98276 -1.58724 3.20269  0.008
C48 -3.04105 -0.63782 2.77334  0.068
H1 4.60263 1.56853 -2.54222  0.000
H2 4.39871 1.97922 -0.76278  0.001
H3 4.03722 3.19422 -2.03876  0.000
H4 1.97051 1.11201 -5.87282  0.000
H5 2.88447 2.61203 -7.60071  0.000
H6 3.17114 5.08307 -7.07986  0.000
H7 2.38809 5.95667 -4.87129  0.000
H8 1.96446 4.32581 -3.05212  0.000
H9 -0.37385 2.00759 -5.10612  0.000
H10 -2.09842 1.00923 -6.56812  0.000
H11 -2.28897 -1.55530 -6.70725  0.000
H12 -1.03650 -2.88936 -4.98443  0.000
H13 0.22729 -1.85201 -3.22455  0.002
H14 5.15506 -2.60455 1.59667  0.000
H15 4.78892 -1.07394 0.75527  0.001
H16 5.17552 -2.41010 -0.26564  0.001
H17 2.83482 -5.58715 -1.35671  0.000
H18 4.23712 -7.63494 -1.27699  0.000
H19 5.85469 -8.00968 0.62960  0.000
H20 5.90952 -6.31884 2.48121  0.000
H21 4.47889 -4.33923 2.42839  0.000
H22 1.03047 -5.59423 1.32180  0.000
H23 -0.39036 -7.54848 0.81092  0.000
H24 -1.61728 -7.72033 -1.32614  0.000
H25 -1.01512 -5.93467 -3.16410  0.000
H26 0.11250 -3.85681 -2.48323  0.002
H27 1.82644 3.38841 3.49604  0.002
H28 2.49556 2.80628 1.87620  0.002
H29 3.12676 2.07668 3.29227  0.002
H30 1.89688 1.63669 5.62249  0.000
H31 1.58289 2.99694 7.63124  0.000
H32 -0.77684 4.09235 8.05268  0.001
H33 -2.49667 3.84086 6.39928  -0.001
H34 -2.26022 2.42484 4.35664  0.000
H35 -1.05830 -0.63842 5.47593  0.002
H36 -2.48469 -2.38556 6.17754  -0.001
H37 -4.38449 -3.11161 4.63639  0.005
H38 -4.89939 -1.75563 2.62554  -0.001
H39 -3.16146 -0.20152 1.77344  0.005
O1 -3.01604 1.37279 -0.69751  0.069
N7 -1.96583 0.54907 -0.77144  0.255
S1 -1.73888 -2.15008 -1.16356  0.312
C49 -1.42379 3.56603 0.08745  0.001
Si1 -3.08474 3.06478 -0.71702  0.006
C50 -3.31178 3.73306 -2.50458  0.001
C51 -4.62070 3.39461 0.24137  0.001
C52 -5.68384 2.50248 0.27960  0.000
C53 -6.88134 2.97468 0.86100  0.000
C54 -6.97016 4.18853 1.52010  0.000
C55 -5.84569 5.03443 1.48784  0.000
C56 -4.66937 4.63781 0.88444  0.000
H40 -1.50245 4.68806 0.25665  0.000
H41 -0.46776 3.37410 -0.44320  0.000
H42 -1.37087 3.10778 1.08451  0.000
H43 -4.04774 4.56910 -2.48076  0.000
H44 -3.78490 2.94538 -3.09143  0.000
H45 -2.33965 4.02118 -2.93039  0.000
H46 -5.58200 1.45851 -0.13086  0.000
H47 -7.78579 2.39113 0.75695  0.000
H48 -7.82925 4.48115 2.12880  0.000
H49 -5.99265 5.98962 2.00920  0.000
H50 -3.82245 5.32013 0.76645  0.000

Forces on atoms 1 to 6 (eV/Å):
Re -1.2 -0.1 0.1
C 0.0 0.8 -1.6
N -1.0 -1.9 -0.3
C -0.8 0.2 -1.6
N 1.6 -0.1 0.4
C 0.5 0.0 2.0



Record 2
C30H28NO7PS2Zn as an isolated structure. Source: OMol25; level of theory: ωB97M-V/def2-TZVPD.

Computed properties:
HOMO	-8.979	eV
largest force on an atom	0.00398	Eh/bohr
lowest unoccupied orbital energy	-0.20	eV

Each line ends with the Mulliken charge.
Positions of all 70 atoms, in Å:
Zn1 0.41938 0.48205 0.77371  0.973
O1 -1.13480 0.46627 2.37063  -0.770
S1 -0.27395 1.29951 3.22917  1.471
O2 -0.27277 0.97647 4.62346  -0.740
O3 1.07665 1.26623 2.59405  -0.958
C1 -0.87629 2.97964 3.07363  0.086
C2 -1.02607 3.64371 4.28152  -0.584
C3 -1.47008 4.95857 4.32567  -0.620
C4 -1.76126 5.61771 3.15053  -0.613
C5 -1.61159 4.96392 1.93408  -0.656
C6 -1.17676 3.64903 1.86992  -0.206
S2 -1.11480 2.98814 0.19107  1.403
O4 -1.14971 4.12730 -0.68277  -0.767
O5 -2.18973 2.03181 0.06237  -0.583
O6 0.22005 2.30976 0.09840  -0.745
H1 -0.79121 3.10736 5.18916  0.554
H2 -1.58343 5.45741 5.27898  0.397
H3 -2.10514 6.64358 3.16853  0.391
H4 -1.82682 5.47321 1.00613  0.534
C7 3.35190 2.07616 0.31885  -1.200
C8 4.04674 0.80302 -0.14270  0.648
C9 5.16322 1.14676 -1.13048  -1.654
C10 3.09752 -0.18444 -0.81640  -0.235
C11 3.80176 -1.48585 -1.22335  -0.689
O7 2.88489 -2.53416 -0.83002  -0.363
C12 1.92769 -1.95445 -0.10464  0.332
N1 1.98434 -0.68334 0.02977  0.156
C13 0.90475 -2.88800 0.41762  -0.049
C14 1.34684 -4.06030 1.01657  -0.513
C15 0.43078 -4.97789 1.50705  -0.886
C16 -0.92473 -4.72973 1.37075  -0.691
C17 -1.36874 -3.57116 0.74690  -1.308
C18 -0.46556 -2.63337 0.26083  0.140
P1 -1.03268 -1.03981 -0.44283  2.518
C19 -2.82832 -1.18421 -0.51682  0.388
C20 -3.45463 -1.85550 -1.56501  -0.232
C21 -4.83326 -1.99169 -1.57012  -0.725
C22 -5.58452 -1.45937 -0.52945  -0.527
C23 -4.96103 -0.78434 0.50956  -0.865
C24 -3.58105 -0.63795 0.51937  -0.069
C25 -0.44499 -1.06160 -2.16378  0.115
C26 -0.41203 0.17395 -2.81253  -0.411
C27 0.07259 0.26598 -4.10789  -0.692
C28 0.53839 -0.87007 -4.75788  -0.573
C29 0.50943 -2.10024 -4.11624  -0.805
C30 0.01459 -2.19805 -2.82249  0.170
H5 4.09674 2.79790 0.65750  0.467
H6 2.66719 1.91142 1.14728  0.008
H7 2.78945 2.53461 -0.49762  0.307
H8 4.48226 0.29498 0.72619  0.354
H9 4.74731 1.64182 -2.01205  0.375
H10 5.72387 0.27253 -1.46741  0.390
H11 5.87367 1.83376 -0.67176  0.450
H12 2.63946 0.30726 -1.68325  0.369
H13 4.73089 -1.64083 -0.67279  0.449
H14 3.98029 -1.58455 -2.29054  0.285
H15 2.40921 -4.24460 1.10311  0.541
H16 0.77667 -5.88097 1.99104  0.407
H17 -1.64725 -5.44072 1.74935  0.458
H18 -2.43051 -3.39229 0.64424  0.441
H19 -2.86886 -2.26210 -2.38095  0.400
H20 -5.32126 -2.50711 -2.38700  0.420
H21 -6.66198 -1.56389 -0.53540  0.381
H22 -5.54940 -0.35617 1.31015  0.443
H23 -3.08754 -0.08750 1.30897  0.420
H24 -0.76301 1.06342 -2.29924  0.323
H25 0.09305 1.22633 -4.60572  0.475
H26 0.92306 -0.79562 -5.76687  0.406
H27 0.86711 -2.98766 -4.62233  0.439
H28 -0.00597 -3.16211 -2.32784  0.446

Forces on atoms 1 to 6 (eV/Å):
Zn -0.1 0.1 0.0
O 0.0 -0.1 0.0
S 0.2 0.0 0.0
O 0.0 0.0 0.0
O -0.1 -0.1 0.1
C 0.0 0.0 -0.1



Record 3
The molecule C5H7F2N at a distorted geometry. Source: OMol25; level of theory: ωB97M-V/def2-TZVPD.

Computed properties:
SMILES string	[H]/N=C(/C(=C)C)C(F)F
HOMO	-9.559	eV
largest force on an atom	0.09013	Eh/bohr
lowest unoccupied orbital energy	0.37	eV

Each line ends with the Mulliken charge.
Positions of all 15 atoms, in Å:
H1 1.45503 -2.20762 0.32174  0.285
N1 0.57548 -1.89290 0.01897  -0.625
C1 0.46403 -0.65931 -0.02689  0.434
C2 -0.73642 0.20854 0.02078  0.576
C3 -0.74648 1.50600 -0.18434  -0.899
C4 -2.05479 -0.53774 0.18497  -1.249
C5 2.02332 0.37807 -0.13750  0.071
F1 2.98099 -0.56987 -0.09256  -0.278
F2 2.19886 1.38076 0.80652  -0.232
H2 -1.65780 1.91711 0.02265  0.384
H3 0.19488 2.09496 -0.45124  0.183
H4 -2.24461 -0.68520 -0.89077  0.276
H5 -2.80366 -0.23261 0.86249  0.465
H6 -1.73945 -1.55026 0.63739  0.294
H7 2.09062 0.85004 -1.09221  0.315

Forces on atoms 1 to 6 (eV/Å):
H 1.8 -0.5 -0.3
N -2.1 0.3 0.5
C 2.9 3.6 0.0
C -0.6 -1.5 0.2
C 3.9 0.2 -0.4
C 3.0 -3.0 -0.3



> Which value of largest force on an atom does entry 3 give?

0.09013 Eh/bohr



> largest force on an atom of number 3 (C5H7F2N)?

0.09013 Eh/bohr



> Which formula does entry 3 have?

C5H7F2N



> Among the records above, which one has the highest largest force on an atom?

C5H7F2N